1.
26
Properties=species:S:1:pos:R:3:forces:R:3 method="wB97M-V/def2-TZVPD" smiles=Cc1ccccc1.CCC multiplicity=1 energy_ev=-10628.36089 largest_force_ev_per_a=2.70 charge=0
C -2.24119 0.31356 -0.05320 0.7 -1.0 -2.4
C -2.98470 0.90406 -1.29558 -0.5 0.5 2.4
C -1.35657 1.33030 0.67666 -1.3 -0.9 0.0
H -1.57242 -0.42777 -0.55315 0.1 0.3 0.8
H -2.87047 -0.34747 0.55702 -0.2 0.7 0.1
H -3.23450 0.13959 -2.02078 -0.3 0.0 0.0
H -3.85721 1.34970 -0.76477 0.0 0.0 -1.3
H -0.46771 1.30833 0.07296 0.7 0.7 0.4
H -2.40162 1.70149 -1.76182 0.0 -0.1 0.0
H -1.23793 0.92633 1.66924 0.8 0.1 0.3
H -1.77165 2.32834 0.82186 -0.2 0.0 -0.5
C 2.64411 -0.15895 -1.72176 -0.1 1.2 -0.5
C 1.36899 -1.76515 -0.22011 0.2 0.9 -1.5
C 2.05113 -0.56297 -0.43683 -0.5 1.1 2.4
C 0.57873 -1.98981 0.88887 -0.4 -0.2 -0.2
C 0.56500 -1.08455 1.95388 0.1 -0.7 -0.5
C 1.99263 0.34957 0.63667 0.5 -0.2 0.7
C 1.30868 0.06997 1.81789 0.6 -0.1 0.0
H 1.35109 -2.42078 -1.08888 -0.2 -0.3 0.3
H -0.09556 -2.84218 0.77038 0.3 0.1 0.8
H 2.71050 -1.07586 -2.31454 0.4 0.8 -0.6
H 3.49075 0.55569 -1.69697 0.7 -1.5 0.5
H 0.02312 -1.31104 2.85692 -0.2 0.1 0.1
H 2.56683 1.27587 0.70884 -0.1 -0.2 -0.8
H 1.41240 0.77420 2.64001 -0.2 -0.1 -0.1
H 2.02755 0.65950 -2.14281 -0.8 -1.1 -0.5

=====

2.
26
Properties=species:S:1:pos:R:3:forces:R:3 method="wB97M-V/def2-TZVPD" smiles=Cc1ccccc1.CCC multiplicity=1 energy_ev=-10627.53040 largest_force_ev_per_a=5.50 charge=0
C -2.34741 1.04186 1.38950 0.7 -0.7 -0.4
C 0.14412 0.76256 1.93710 0.2 -2.3 -0.1
C -1.11287 0.12116 1.63745 1.1 3.7 -0.3
C 1.25070 -0.06667 1.65386 3.9 1.5 0.0
C 1.32408 -1.32478 0.96206 0.2 1.4 1.5
C -1.05376 -1.12503 1.10536 -1.0 -1.7 -0.8
C 0.07728 -1.88878 0.79294 0.8 -1.4 -0.6
H 0.29273 1.78822 2.35632 -0.4 -1.2 -0.4
H 2.34989 0.32941 1.89576 -2.6 -0.4 -0.4
H -2.73875 0.69563 0.45817 -0.2 -0.2 -1.1
H -2.04531 2.09228 1.16275 -0.4 -0.7 0.9
H 2.36860 -1.73954 0.71332 -2.1 0.4 0.4
H -1.99335 -1.52132 0.75182 -0.3 -0.3 0.1
H 0.03098 -2.94256 0.38895 -0.4 1.4 0.3
H -3.24006 0.88108 1.99008 0.4 0.5 0.9
C 0.30531 0.77422 -3.11413 2.1 2.8 0.5
C 0.92422 -0.60236 -2.91469 -0.6 -0.3 0.8
C 0.50765 1.59587 -1.72608 -5.0 -1.9 -1.2
H 0.82348 1.43949 -3.95142 -0.5 -1.6 1.6
H -0.69628 0.74862 -3.50564 -0.7 -0.2 0.4
H 1.94684 -0.52438 -2.45817 -0.9 -0.1 -0.4
H 1.01530 -1.07036 -3.89824 -0.1 -0.5 0.3
H -0.22430 1.27966 -0.88837 0.9 0.1 -1.4
H 1.41262 1.37014 -1.35747 3.5 -0.6 1.2
H 0.22996 -1.18478 -2.17769 1.4 0.7 -1.4
H 0.35173 2.63005 -1.82039 0.0 1.5 -0.4

=====

3.
26
Properties=species:S:1:pos:R:3:forces:R:3 method="wB97M-V/def2-TZVPD" smiles=CCc1ccccc1.CC multiplicity=1 energy_ev=-10626.63323 largest_force_ev_per_a=5.13 charge=0
C -1.59937 -0.37079 0.01102 0.0 5.0 -0.9
C -2.81977 -1.31961 -0.14001 1.1 0.8 -0.6
C -0.37768 -0.85962 0.68036 -0.5 0.0 -0.5
C -0.01820 -0.49281 1.93378 0.3 -0.6 2.9
C 0.41322 -1.76123 -0.05552 0.2 -1.1 2.4
C 0.89811 -1.36163 2.67500 -2.5 2.5 -1.6
C 1.23985 -2.58657 0.69736 1.5 -0.6 -0.4
C 1.39958 -2.45941 2.13948 0.8 -2.1 -3.4
H -1.13358 0.15092 -0.90448 -1.2 -1.7 -0.1
H -1.80211 0.67748 0.39309 -0.6 -1.3 0.8
H -3.07359 -1.76413 0.82580 0.9 -0.9 -0.3
H -0.57554 0.26780 2.60059 0.8 -1.2 -1.6
H 0.13620 -1.90206 -1.07852 0.4 -0.3 -0.6
H 0.92088 -1.10717 3.66045 0.6 0.3 2.8
H 1.92935 -3.32503 0.18745 -1.2 0.7 0.6
H 1.89878 -3.31378 2.61485 0.0 0.9 0.2
H -2.39812 -1.88424 -0.99760 -1.3 -1.0 0.9
H -3.82549 -0.92691 -0.36192 0.8 0.7 -0.7
C 1.04892 2.70394 -2.53924 -1.1 -2.7 -0.1
C 1.15429 3.49108 -1.24956 0.8 -4.3 2.6
H 1.34929 3.09488 -3.50380 0.8 0.7 0.3
H 1.72103 1.75287 -2.29707 -2.0 1.5 -1.2
H -0.08661 2.49856 -2.81042 2.2 -0.3 0.9
H 0.29049 3.29974 -0.57870 0.2 0.2 -0.6
H 1.29415 4.48277 -1.32119 0.5 3.5 -0.3
H 2.01591 3.01495 -0.58119 -1.4 1.3 -1.5

=====

4.
26
Properties=species:S:1:pos:R:3:forces:R:3 method="wB97M-V/def2-TZVPD" smiles=CCc1ccccc1.CC multiplicity=1 energy_ev=-10627.39935 largest_force_ev_per_a=5.81 charge=0
C -0.82107 -0.40528 -1.45332 -3.4 -0.8 -1.3
C -0.93449 -0.29180 -3.10540 -4.6 1.5 3.2
C 0.15247 0.59866 -0.92475 -0.4 -2.3 0.1
C -0.17610 1.48231 0.05600 1.1 1.9 1.5
C 1.47659 0.40397 -1.28476 1.5 -1.7 -2.1
C 0.82319 2.46484 0.43115 0.0 -0.1 0.6
C 2.49184 1.25454 -0.93924 -2.1 0.8 0.8
C 2.10919 2.38069 -0.14208 -0.1 -1.4 -0.4
H -1.87366 -0.51718 -0.87264 2.1 1.3 -1.5
H -0.56460 -1.43688 -1.33983 1.1 -0.6 0.4
H -0.73190 0.71056 -3.38948 0.1 0.9 -0.3
H -1.10380 1.30869 0.63024 0.4 0.7 -0.6
H 1.83764 -0.50223 -1.93507 -1.3 1.6 1.2
H 0.65805 3.25759 1.26113 0.0 -1.5 -1.7
H 3.43370 0.94138 -1.33109 0.9 0.8 0.2
H 2.89416 3.07300 0.03737 0.2 0.8 0.6
H -1.95193 -0.58335 -3.55598 1.3 0.4 1.0
H -0.26297 -0.90023 -3.50651 3.1 -2.6 -1.7
C -0.28727 -2.01359 2.75884 -0.2 0.1 -1.3
C -1.63236 -1.30804 2.57549 0.2 -3.2 1.1
H 0.05103 -2.35850 1.77516 0.2 -0.5 0.5
H 0.47383 -1.38693 3.12267 1.0 1.5 0.1
H -0.24074 -2.74594 3.52713 -0.6 -1.3 0.2
H -2.00128 -1.42177 1.58778 -0.6 -0.6 -0.8
H -1.49781 -0.31693 2.67255 0.3 3.6 0.7
H -2.32172 -1.68757 3.34465 -0.2 0.4 -0.6

=====

5.
26
Properties=species:S:1:pos:R:3:forces:R:3 method="wB97M-V/def2-TZVPD" smiles=CCc1ccccc1.CC multiplicity=1 energy_ev=-10629.03240 largest_force_ev_per_a=2.21 charge=0
C -2.16243 -0.77185 2.05724 -1.0 -0.8 -0.5
C -0.87693 -1.60241 1.95703 0.3 1.8 1.3
H -2.46448 -0.32628 1.10698 0.2 0.0 0.0
H -2.98626 -1.43942 2.31107 -0.1 -0.1 0.0
H -2.23913 -0.01064 2.81972 0.6 0.3 0.2
H -0.17505 -1.10822 1.28777 -0.1 -0.6 -0.6
H -1.08625 -2.65296 1.80590 0.3 0.0 -0.4
H -0.33415 -1.45789 2.89814 -0.2 -0.6 0.2
C -0.43764 -0.50624 -1.76084 0.8 0.4 0.1
C 0.00376 -1.94570 -1.39845 -0.5 1.1 0.6
C 0.43057 0.55020 -1.09623 -0.6 0.1 -0.6
C 1.75971 0.75518 -1.47629 -0.4 0.0 0.6
C -0.15892 1.39721 -0.16476 0.6 0.4 0.0
C 2.45786 1.83797 -0.96149 0.6 -0.9 0.6
C 0.59649 2.40445 0.43075 0.0 0.2 -0.1
C 1.90698 2.62971 0.03920 -0.3 0.0 -0.4
H -0.37675 -0.38169 -2.84182 0.2 0.0 -0.1
H -1.45481 -0.21127 -1.55762 -0.5 -0.5 0.5
H 0.40603 -2.35253 -2.28148 0.5 -1.0 -1.0
H 2.24731 -0.00354 -2.07698 0.0 0.3 -0.3
H -1.20674 1.30691 0.07035 -0.1 -0.2 0.1
H 3.51750 1.89875 -1.16973 0.0 0.3 -0.3
H 0.17168 3.05808 1.17978 -0.2 -0.1 0.1
H 2.47534 3.42858 0.48995 0.1 0.0 0.0
H -0.79760 -2.56348 -1.02572 -0.3 -0.2 0.0
H 0.78392 -1.93292 -0.64247 0.0 0.0 0.1

=====

6.
26
Properties=species:S:1:pos:R:3:forces:R:3 method="wB97M-V/def2-TZVPD" smiles=CCc1ccccc1.CC multiplicity=1 energy_ev=-10628.75092 largest_force_ev_per_a=2.35 charge=0
C 0.91853 -1.37370 1.19186 -0.1 -1.2 -1.0
C -0.31328 -2.30105 0.98474 -0.2 1.0 0.7
C 0.59178 0.03830 1.55121 0.6 -0.7 0.9
C 0.75432 0.47432 2.86430 -0.3 0.2 -0.5
C 0.24622 0.92826 0.55080 0.1 -0.1 -0.6
C 0.72790 1.82881 3.08197 -0.6 1.6 0.2
C 0.20455 2.29335 0.78125 0.1 -0.4 0.9
C 0.51752 2.76361 2.05924 -0.4 -0.7 -0.4
H 1.55297 -1.95400 1.86445 0.0 0.7 0.6
H 1.58370 -1.27982 0.32264 -0.5 -0.3 -0.3
H -1.19326 -1.75701 0.58934 0.6 -0.4 -0.4
H 0.85096 -0.23174 3.68139 0.2 0.0 -0.1
H 0.05036 0.53875 -0.45598 0.2 0.2 0.5
H 0.71518 2.28089 4.06233 0.5 -0.4 0.4
H -0.11422 2.92106 -0.01634 0.0 0.7 -0.4
H 0.50884 3.82270 2.28946 0.0 -0.1 0.0
H -0.63471 -2.57092 2.00106 0.0 -0.3 -0.3
H -0.05795 -3.20037 0.43025 -0.2 0.0 -0.1
C -1.23878 -1.00459 -3.78541 1.7 0.6 -1.5
C -0.51217 0.16112 -3.09453 -0.5 -0.5 0.7
H -1.29420 -1.99758 -3.36254 -0.7 0.2 1.0
H -2.13220 -0.50759 -4.16731 -0.4 -1.1 0.1
H -0.60620 -1.26727 -4.64686 -0.3 0.4 -0.4
H -0.67211 1.00345 -3.76804 0.3 0.2 0.3
H -1.00450 0.34538 -2.13416 0.0 0.4 -0.2
H 0.55075 0.04562 -2.87512 0.0 -0.2 -0.3

=====

7.
26
Properties=species:S:1:pos:R:3:forces:R:3 method="wB97M-V/def2-TZVPD" smiles=Cc1ccccc1.CCC multiplicity=1 energy_ev=-10626.89224 largest_force_ev_per_a=5.42 charge=0
C -2.50745 -1.70497 -0.46793 2.4 2.9 -1.0
C -1.94525 -1.59383 0.93731 -3.2 -2.6 0.8
C -1.99541 -2.97037 -1.15745 1.1 3.0 -2.9
H -3.59550 -1.68485 -0.44388 0.1 0.5 -0.2
H -1.95288 -0.63488 -0.96092 -2.2 -3.1 0.6
H -0.97739 -1.31358 1.07850 2.9 0.7 -0.4
H -1.01270 -3.11937 -0.72222 0.1 -0.8 -0.5
H -2.64573 -3.76622 -1.19295 -1.4 -2.1 1.2
H -2.05549 -2.59992 1.41843 0.1 0.7 0.0
H -2.52226 -0.91860 1.53058 -0.6 0.6 0.4
H -1.96435 -2.83037 -2.32083 0.7 0.2 1.9
C 0.69685 2.35353 2.02249 0.6 1.4 -0.7
C 1.89954 2.05869 -1.48783 1.5 1.4 -2.1
C 1.48991 2.67674 -0.35419 0.0 -3.1 1.1
C 2.28273 0.64941 -1.60709 -1.9 4.8 1.6
C 1.22032 1.76449 0.72394 -0.4 0.4 0.1
C 2.18771 -0.14108 -0.52642 -0.8 -0.8 1.4
C 1.54908 0.39562 0.64741 0.7 2.1 -2.1
H 2.13728 2.86332 -2.33908 -0.5 -2.4 1.3
H 1.50833 3.73378 -0.28256 -0.6 0.8 0.3
H 2.55289 0.62193 -2.57374 1.6 -2.1 -3.1
H 2.52571 -1.18146 -0.55699 -0.2 0.3 0.1
H 1.57651 2.91666 2.40467 -0.8 -0.2 0.4
H 0.36875 1.61162 2.66877 0.1 -1.7 1.5
H 1.39276 -0.18522 1.49991 -0.2 -1.0 1.1
H -0.21398 2.99894 2.06207 0.9 0.0 -1.0

=====

8.
26
Properties=species:S:1:pos:R:3:forces:R:3 method="wB97M-V/def2-TZVPD" smiles=CCc1ccccc1.CC multiplicity=1 energy_ev=-10629.04245 largest_force_ev_per_a=2.43 charge=0
C 0.18399 3.21818 0.99787 -1.3 1.5 -1.0
C 0.72998 3.39838 -0.40860 1.5 -0.7 -0.5
H 0.15817 4.21518 1.43600 0.1 0.0 0.3
H -0.86464 2.99221 0.77332 0.0 -0.4 0.8
H 0.61052 2.54911 1.72645 0.4 -0.4 -0.3
H 1.78111 3.70706 -0.45275 -0.1 0.2 0.2
H 0.16609 4.14165 -0.97042 -0.1 0.0 0.2
H 0.72821 2.47825 -1.00649 -0.3 0.0 0.2
C 0.84685 -2.52882 -1.00717 -0.2 1.1 0.2
C 1.76946 -3.24873 -0.03262 -0.2 -0.4 -0.7
C -0.18439 -1.60453 -0.37901 -0.5 -0.5 -0.2
C 0.07316 -0.90678 0.77130 -0.4 1.9 0.1
C -1.43043 -1.40217 -1.03216 0.6 -1.2 -0.1
C -0.80917 0.14891 1.15723 0.9 -2.1 0.6
C -2.32875 -0.45542 -0.63527 0.4 0.4 1.3
C -1.99694 0.28731 0.51918 -1.1 1.2 -1.1
H 1.45203 -1.82956 -1.59740 0.1 -0.3 -0.2
H 0.32997 -3.16066 -1.72829 0.2 -0.4 0.1
H 1.18792 -3.86754 0.65160 0.2 0.1 0.2
H 0.99340 -0.99703 1.32735 0.1 -0.3 0.0
H -1.69404 -2.15137 -1.77601 0.1 0.4 -0.4
H -0.58601 0.68181 2.06857 -0.1 0.2 -0.1
H -3.28425 -0.28212 -1.10629 0.0 -0.2 -0.2
H -2.68122 1.07609 0.82397 0.0 -0.1 0.1
H 2.42535 -2.55191 0.48611 -0.2 0.0 0.2
H 2.42364 -3.90751 -0.60649 0.0 -0.1 0.1